C11H16KO9 as an isolated structure in a non-equilibrium geometry, computed with ωB97M-V with the def2-TZVPD basis set.

Values from the calculation:
gap between HOMO and LUMO	11.7	eV
total charge	+1

```
37
C11H16KO9, DFT ωB97M-V with the def2-TZVPD basis set
K 1.17 2.21 -2.69
C 0.10 -2.77 -3.31
C -0.42 -2.73 -4.75
O 0.38 -1.75 -5.37
C 0.92 -0.97 -4.42
O 1.48 0.06 -4.65
O 0.75 -1.50 -3.20
H 0.82 -3.56 -3.12
H -0.71 -2.84 -2.59
H -1.48 -2.45 -4.75
H -0.37 -3.70 -5.25
C 0.30 -3.19 1.06
C 0.32 -1.69 1.20
C 1.47 -1.17 2.09
O 2.16 -0.22 1.26
C 1.61 -0.20 0.05
O 1.97 0.54 -0.82
O 0.62 -1.09 -0.08
H 1.30 -3.57 0.87
H -0.29 -3.51 0.20
H -0.15 -3.67 1.92
H -0.62 -1.26 1.56
H 2.15 -1.97 2.37
H 1.14 -0.65 2.99
C -0.86 2.12 3.38
C -1.73 2.92 2.46
C -1.44 4.41 2.39
O -0.46 4.50 1.35
C -0.62 3.45 0.53
O -0.11 3.35 -0.54
O -1.45 2.55 1.06
H -1.21 1.10 3.50
H -0.76 2.64 4.33
H 0.18 2.08 3.03
H -2.79 2.70 2.57
H -1.03 4.84 3.30
H -2.32 4.97 2.07
```


A 2-piece molecular cluster, C12H15NO overall in a non-equilibrium geometry, computed with ωB97M-V with the def2-TZVPD basis set.

Values from the calculation:
gap between HOMO and LUMO (alpha / beta)	8.1 / 8.1	eV
structure (SMILES)	C/C(=[NH+]\[O-])c1ccccc1.C#CCC
ΔE to the lowest compared entry with this formula, charge and spin	6.127	eV

```
29
C12H15NO, DFT ωB97M-V with the def2-TZVPD basis set
C 0.42 0.43 -2.81
C -0.47 -0.69 -2.66
C 0.41 1.36 -1.82
C -1.33 -0.74 -1.57
C -0.44 1.30 -0.74
C -1.42 0.27 -0.60
C 0.63 0.92 3.01
C 1.03 0.01 2.30
C -2.35 0.15 0.45
C -3.43 -0.88 0.44
C 2.55 -0.51 0.43
C 1.78 -1.03 1.67
N -2.04 0.82 1.54
O -2.74 0.96 2.60
H 1.05 0.61 -3.70
H -0.57 -1.45 -3.42
H 1.03 2.30 -1.82
H -2.02 -1.56 -1.38
H -0.52 2.18 -0.26
H -0.01 1.60 3.32
H -4.08 -0.83 1.32
H -2.86 -1.79 0.57
H -4.14 -1.00 -0.44
H 1.78 -0.11 -0.27
H 2.94 -1.40 -0.14
H 3.20 0.36 0.56
H 2.47 -1.38 2.51
H 1.28 -1.91 1.41
H -1.13 1.32 1.42
```


C8H25AuClIN2P2S as an isolated structure in a non-equilibrium geometry, computed with ωB97M-V with the def2-TZVPD basis set.

Values from the calculation:
gap between HOMO and LUMO (alpha / beta)	4.9 / 4.3	eV
multiplicity	3
total charge	+2
ΔE to the lowest compared entry with this formula, charge and spin	1.188	eV

```
41
C8H25AuClIN2P2S, DFT ωB97M-V with the def2-TZVPD basis set
C -1.69 0.02 -0.16
I 0.66 0.00 1.71
H -2.15 0.02 -1.20
H -1.84 0.97 0.38
H -1.90 -0.90 0.40
Au 0.58 -0.02 -1.46
P 0.32 2.26 -0.39
C -0.08 3.03 1.26
C 1.97 2.93 -0.78
H 1.92 4.02 -0.95
H -0.64 4.19 -1.50
H 2.29 2.42 -1.70
H -0.65 2.67 -2.52
H 0.78 2.94 1.95
H 2.66 2.71 0.04
C -0.83 3.10 -1.52
H -0.30 4.10 1.13
H -1.86 2.87 -1.18
H -0.94 2.54 1.73
P 0.26 -2.27 -0.38
C -0.15 -3.03 1.27
C -0.92 -3.08 -1.50
H 2.23 -2.49 -1.68
H 1.81 -4.08 -0.94
H 2.59 -2.79 0.05
C 1.89 -3.00 -0.77
H -0.72 -2.67 -2.50
H -0.76 -4.18 -1.48
H -0.42 -4.09 1.14
H -1.00 -2.51 1.75
H -1.93 -2.82 -1.17
H 0.71 -2.96 1.96
Cl 0.86 -0.04 -3.78
N -0.41 1.18 4.97
C -0.87 0.02 4.40
N -0.41 -1.15 4.98
S -1.95 0.02 3.07
H 0.54 1.12 5.36
H -0.46 1.98 4.34
H -0.47 -1.95 4.36
H 0.55 -1.08 5.36
```


A 5-piece molecular cluster, C17H37BrN4O15S4 overall, computed with ωB97M-V with the def2-TZVPD basis set.

Values from the calculation:
gap between HOMO and LUMO	8.4	eV

```
78
C17H37BrN4O15S4, DFT ωB97M-V with the def2-TZVPD basis set
O 2.66 0.85 1.21
C 2.57 1.48 0.21
Br 3.02 3.37 0.14
C 2.02 0.94 -1.10
C 0.55 1.21 -1.08
N -0.30 0.65 -0.26
C -1.51 1.19 -0.56
N -2.65 0.92 0.02
C -3.95 1.53 -0.50
O -4.89 0.77 -0.44
O -3.79 2.69 -0.89
N -1.38 2.07 -1.56
N -0.05 2.08 -1.89
H 2.46 1.47 -1.94
H 2.20 -0.13 -1.14
H -2.65 0.33 0.84
H -2.07 2.69 -1.99
H 0.32 2.68 -2.62
O 3.28 -2.39 6.59
S 3.98 -1.14 6.65
O 3.47 -0.08 7.46
O 4.22 -0.63 5.17
C 3.06 -0.52 4.30
C 2.18 0.66 4.64
C 5.67 -1.42 7.06
H 2.51 -1.46 4.34
H 3.47 -0.42 3.30
H 1.72 0.55 5.62
H 1.39 0.75 3.89
H 2.76 1.58 4.65
H 6.06 -2.21 6.44
H 5.68 -1.71 8.11
H 6.22 -0.49 6.92
O 1.72 -1.20 -3.03
S 0.98 -2.41 -3.26
O 0.25 -2.98 -2.17
O 1.94 -3.48 -3.90
C 3.18 -3.78 -3.21
C 2.98 -4.62 -1.97
C -0.10 -2.21 -4.64
H 3.69 -2.84 -2.98
H 3.78 -4.31 -3.95
H 2.43 -4.08 -1.20
H 3.95 -4.90 -1.56
H 2.42 -5.53 -2.21
H 0.46 -1.78 -5.47
H -0.89 -1.54 -4.32
H -0.51 -3.18 -4.90
O -1.68 -0.78 2.72
S -1.71 -2.20 2.47
O -2.93 -2.92 2.63
O -0.56 -2.89 3.32
C -0.54 -2.63 4.75
C -1.62 -3.38 5.50
C -1.04 -2.52 0.88
H -0.60 -1.56 4.92
H 0.45 -2.96 5.06
H -2.61 -3.03 5.24
H -1.47 -3.24 6.57
H -1.57 -4.45 5.27
H -0.11 -1.98 0.78
H -1.76 -2.16 0.15
H -0.90 -3.59 0.75
O -2.47 3.84 -6.34
S -2.61 4.71 -5.20
O -2.30 4.18 -3.90
O -4.05 5.33 -5.17
C -5.19 4.43 -5.20
C -5.42 3.72 -3.88
C -1.71 6.19 -5.46
H -5.06 3.73 -6.02
H -6.03 5.08 -5.45
H -4.62 3.03 -3.64
H -6.35 3.16 -3.94
H -5.49 4.44 -3.06
H -1.96 6.59 -6.44
H -0.65 5.94 -5.42
H -1.96 6.89 -4.67
```